# 1
DFT (wB97M-V/def2-TZVPD) results for C42H30F5LuO2P2S as an isolated structure in a non-equilibrium geometry.

```
83
Properties=species:S:1:pos:R:3:mulliken_charge:R:1
Lu -0.397 0.440 0.806 0.95
O 0.993 0.304 -1.107 2.62
C 1.001 -0.831 -2.029 0.44
C 2.185 -1.366 -2.488 -0.80
C 2.032 -2.436 -3.329 -0.70
C 0.770 -2.950 -3.658 -0.89
C -0.388 -2.335 -3.241 -1.08
C -0.287 -1.260 -2.367 -0.31
P -1.628 -0.521 -1.470 1.34
C -2.992 -1.738 -1.304 0.54
C -2.714 -2.923 -0.631 -0.40
C -3.652 -3.869 -0.358 -0.81
C -4.960 -3.603 -0.776 -0.64
C -5.223 -2.442 -1.498 -0.81
C -4.263 -1.488 -1.789 -0.67
C -2.311 0.875 -2.363 0.54
C -1.634 1.332 -3.430 -0.80
C -1.906 2.543 -4.061 -0.70
C -3.024 3.259 -3.703 -0.67
C -3.777 2.815 -2.610 -0.90
C -3.401 1.667 -1.924 -0.44
C 2.154 1.028 -0.809 -1.43
C 2.596 1.885 -1.832 -0.53
C 3.655 2.701 -1.507 -0.89
C 4.307 2.661 -0.297 -0.73
C 3.944 1.745 0.695 -0.80
C 2.836 0.921 0.429 0.69
P 2.056 -0.238 1.671 0.82
C 2.781 -0.088 3.307 0.84
C 3.164 -1.245 3.964 -0.84
C 3.709 -1.129 5.208 -0.71
C 3.876 0.091 5.890 -0.70
C 3.372 1.233 5.208 -0.64
C 2.837 1.179 3.938 -0.80
C 2.477 -1.893 0.957 1.16
C 1.527 -2.920 0.909 -0.24
C 1.911 -4.176 0.514 -0.21
C 3.237 -4.579 0.307 -0.87
C 4.158 -3.521 0.350 -0.54
C 3.799 -2.212 0.683 -0.35
H 3.142 -1.009 -2.174 0.62
H 2.947 -3.005 -3.637 0.38
H 0.786 -3.842 -4.270 0.46
H -1.296 -2.749 -3.497 0.79
H -1.699 -3.129 -0.316 0.55
H -3.485 -4.753 0.223 0.47
H -5.656 -4.298 -0.407 0.46
H -6.317 -2.266 -1.777 0.32
H -4.499 -0.586 -2.276 0.75
H -0.759 0.752 -3.739 0.35
H -1.130 2.829 -4.791 0.42
H -3.280 4.214 -4.224 0.37
H -4.580 3.370 -2.226 0.57
H -3.920 1.328 -1.068 0.87
H 1.994 2.043 -2.674 0.60
H 3.995 3.509 -2.172 0.41
H 5.091 3.349 -0.046 0.50
H 4.341 1.772 1.700 0.61
H 3.198 -2.148 3.466 0.57
H 3.993 -1.971 5.798 0.43
H 4.399 0.210 6.844 0.43
H 3.498 2.214 5.647 0.40
H 2.467 2.006 3.454 0.70
H 0.506 -2.699 1.067 0.04
H 1.161 -4.979 0.360 0.36
H 3.534 -5.612 0.033 0.39
H 5.243 -3.698 0.096 0.37
H 4.685 -1.507 0.900 0.22
O -1.457 -1.008 2.244 -0.42
H -1.346 -1.948 2.403 0.20
H -2.003 -0.764 2.980 0.23
F -5.418 5.044 2.238 -0.27
C -4.304 4.473 1.766 0.53
C -3.426 5.240 0.989 0.12
F -3.678 6.562 0.970 -0.27
C -2.149 4.776 0.659 0.10
F -1.283 5.543 -0.046 -0.30
C -1.825 3.454 0.897 0.94
S -0.256 2.931 0.599 -0.66
C -2.799 2.676 1.499 -0.34
F -2.427 1.358 1.702 -0.04
C -3.994 3.119 1.976 -0.04
F -4.814 2.282 2.577 -0.28
```

Summary:
lowest unoccupied orbital energy	-0.1969	Ha
HOMO-LUMO gap	0.2911	Ha
largest force on an atom	3.38	eV/A
calculated total energy	-4584.22829	a.u.
net charge	+2

***

# 2
DFT (wB97M-V/def2-TZVPD) results for C39H36NO2P2RuS as an isolated structure in a non-equilibrium geometry.

```
82
Properties=species:S:1:pos:R:3:mulliken_charge:R:1
Ru -1.034 -0.505 0.144 -0.63
C 2.261 -0.358 0.949 -1.22
C 1.474 0.288 2.101 -0.38
P -0.119 -0.615 2.324 2.17
C -1.503 0.560 2.394 -0.14
C -2.738 -0.041 2.046 0.15
C -3.900 0.725 2.007 -0.85
C -3.835 2.078 2.300 -0.67
C -2.616 2.675 2.617 -0.80
C -1.448 1.933 2.647 -0.37
C -0.070 -1.519 3.886 0.82
C 0.181 -2.885 3.969 -0.36
C 0.331 -3.467 5.219 -0.76
C 0.229 -2.693 6.365 -0.60
C -0.039 -1.331 6.274 -0.69
C -0.194 -0.734 5.036 -0.69
P 1.181 -0.891 -0.466 1.18
C 1.588 -2.630 -0.730 0.86
C 1.148 -3.547 0.227 0.04
C 1.475 -4.886 0.104 -0.80
C 2.240 -5.310 -0.974 -0.65
C 2.687 -4.397 -1.922 -0.86
C 2.356 -3.057 -1.812 -0.26
C 1.577 0.034 -1.953 -0.22
C 2.776 0.641 -2.212 -0.08
C 3.040 1.225 -3.459 -0.99
C 2.086 1.151 -4.501 -0.79
C 0.883 0.558 -4.316 -0.98
C 0.477 0.038 -2.983 0.64
H 2.752 -1.269 1.295 0.51
H 3.039 0.317 0.590 0.71
H 1.241 1.332 1.881 -0.19
H 2.046 0.243 3.027 0.77
H -2.801 -1.126 1.966 0.47
H -4.848 0.257 1.776 0.53
H -4.742 2.668 2.302 0.49
H -2.582 3.732 2.853 0.50
H -0.511 2.413 2.905 0.56
H 0.247 -3.498 3.079 0.25
H 0.525 -4.528 5.296 0.46
H 0.352 -3.152 7.337 0.43
H -0.138 -0.734 7.170 0.44
H -0.416 0.324 4.959 0.33
H 0.548 -3.199 1.060 -0.22
H 1.136 -5.599 0.844 0.50
H 2.488 -6.358 -1.075 0.44
H 3.303 -4.733 -2.745 0.47
H 2.712 -2.344 -2.544 0.45
H 3.557 0.648 -1.462 0.57
H 3.993 1.703 -3.636 0.50
H 2.329 1.576 -5.466 0.50
H 0.157 0.524 -5.119 0.66
H -0.374 0.635 -2.620 0.03
O 0.022 -1.372 -2.963 0.12
N -1.080 -1.665 -3.702 -0.18
C -0.875 -2.011 -4.993 -0.18
C -1.927 -2.372 -5.785 -0.89
C -3.207 -2.403 -5.225 -0.26
C -3.380 -2.100 -3.890 -0.92
C -2.296 -1.726 -3.096 0.77
S -2.538 -1.397 -1.417 -0.35
H 0.152 -2.000 -5.325 0.61
H -1.755 -2.644 -6.816 0.47
H -4.058 -2.681 -5.833 0.44
H -4.357 -2.159 -3.431 0.52
C -2.200 3.330 -0.995 -1.77
C -0.902 2.856 -0.430 0.53
O -0.608 1.647 -0.487 0.10
C 0.036 3.819 0.149 0.80
C 1.378 3.450 0.325 0.37
C 2.279 4.330 0.890 -0.89
C 1.851 5.591 1.296 -0.52
C 0.528 5.973 1.114 -0.95
C -0.375 5.100 0.535 -0.68
H -2.745 2.498 -1.437 0.32
H -2.014 4.100 -1.746 0.43
H -2.813 3.778 -0.212 0.46
H 1.695 2.480 -0.036 0.53
H 3.318 4.049 1.007 0.46
H 2.555 6.281 1.741 0.45
H 0.206 6.961 1.415 0.45
H -1.400 5.416 0.393 0.47
```

Summary:
ΔE to the lowest compared entry with this formula, charge and spin	38.9	kcal/mol
lowest unoccupied orbital energy (spin up / spin down)	-0.3497 / -0.3815	Ha
HOMO-LUMO gap (spin up / spin down)	0.2262 / 0.2324	Ha
2S+1	5
largest force on an atom	1.04	eV/A
calculated total energy	-2887.73489	a.u.
net charge	+3

***

# 3
DFT (wB97M-V/def2-TZVPD) results for C4H8N4 as an isolated structure in a non-equilibrium geometry.

```
16
Properties=species:S:1:pos:R:3:mulliken_charge:R:1
C 1.215 0.356 0.549 -0.58
C 0.584 0.392 -0.816 1.20
C 0.733 1.618 -1.608 -1.26
C -0.939 -2.063 1.477 -0.72
N 0.414 -0.885 -1.506 -0.46
N -0.279 -1.680 -0.789 -0.37
N -0.230 0.470 0.391 -0.53
N -0.794 -1.250 0.276 0.31
H 1.640 -0.667 0.837 0.18
H 1.754 1.247 0.786 0.35
H 1.673 1.729 -2.192 0.27
H 0.690 2.380 -0.937 0.44
H -0.125 1.859 -2.346 0.27
H 0.005 -2.464 1.655 0.33
H -1.502 -1.331 2.179 0.28
H -1.420 -2.963 1.164 0.30
```

Summary:
ΔE to the lowest compared entry with this formula, charge and spin	124.0	kcal/mol
lowest unoccupied orbital energy	0.0263	Ha
HOMO-LUMO gap	0.3475	Ha
largest force on an atom	3.95	eV/A
calculated total energy	-376.05084	a.u.

***

# 4
DFT (wB97M-V/def2-TZVPD) results for a 3-piece molecular cluster, C19H37BF7NO5S overall in a non-equilibrium geometry.

```
71
Properties=species:S:1:pos:R:3:mulliken_charge:R:1
C 0.365 -2.440 -0.237 -1.53
C 0.625 -1.024 0.460 0.19
B 1.042 -1.424 2.009 0.82
N 2.489 -1.628 2.338 -0.31
O 0.105 -1.547 3.084 -0.65
O 1.966 -0.686 -0.069 -0.22
S 1.736 0.391 -1.349 1.24
O 2.867 1.377 -1.370 -0.59
O 1.464 -0.231 -2.690 -0.61
O 0.332 1.050 -0.711 -0.37
C -0.381 0.200 0.269 1.05
C -0.298 1.171 1.560 -1.63
C -1.783 0.031 -0.464 0.57
F -1.636 -0.545 -1.752 -0.26
F -2.206 1.368 -0.750 -0.31
C -2.968 -0.594 0.385 0.70
F -4.166 -0.260 -0.306 -0.31
F -3.117 -0.036 1.663 -0.30
C -2.995 -2.173 0.557 0.54
F -2.296 -2.580 1.714 -0.20
F -4.342 -2.511 0.843 -0.27
F -2.666 -2.910 -0.567 -0.21
H -0.031 -2.395 -1.298 0.26
H 1.391 -2.952 -0.311 0.38
H -0.294 -3.155 0.345 0.32
H 2.862 -2.343 1.703 0.04
H 2.613 -1.872 3.326 0.20
H 0.437 -2.224 3.714 0.26
H -0.848 2.126 1.232 0.48
H -0.871 0.771 2.451 0.31
H 0.767 1.495 1.784 0.35
C -8.403 3.366 -3.393 -1.19
C -8.278 3.507 -1.882 -0.32
C -7.375 4.664 -1.453 -0.72
C -5.913 4.552 -1.896 -0.95
C -5.185 3.290 -1.431 -0.09
C -5.078 3.178 0.083 -0.81
H -7.439 3.144 -3.858 0.28
H -9.085 2.549 -3.641 0.37
H -8.797 4.283 -3.839 0.30
H -7.924 2.566 -1.452 0.23
H -9.277 3.676 -1.466 0.36
H -7.419 4.758 -0.363 0.29
H -7.785 5.600 -1.851 0.40
H -5.372 5.430 -1.525 0.39
H -5.858 4.607 -2.988 0.34
H -4.174 3.301 -1.850 0.28
H -5.674 2.397 -1.832 0.21
H -4.555 4.042 0.502 0.29
H -4.518 2.280 0.355 -0.03
H -6.062 3.109 0.554 0.35
C 5.008 -1.959 -0.192 -0.99
C 5.664 -2.875 0.832 -0.45
C 6.626 -2.144 1.770 -0.70
C 7.832 -1.492 1.088 -0.77
C 8.716 -2.440 0.276 -0.37
C 9.365 -3.530 1.118 -1.20
H 5.745 -1.508 -0.860 0.40
H 4.305 -2.526 -0.810 0.32
H 4.452 -1.157 0.299 0.16
H 6.176 -3.694 0.320 0.38
H 4.877 -3.339 1.439 0.31
H 6.976 -2.848 2.533 0.38
H 6.073 -1.367 2.310 0.29
H 8.445 -1.010 1.859 0.40
H 7.488 -0.685 0.433 0.31
H 9.507 -1.851 -0.200 0.39
H 8.142 -2.895 -0.537 0.24
H 9.978 -3.096 1.912 0.29
H 10.012 -4.152 0.494 0.38
H 8.620 -4.184 1.576 0.28
```

Summary:
lowest unoccupied orbital energy	-0.0028	Ha
HOMO-LUMO gap	0.3948	Ha
largest force on an atom	4.71	eV/A
calculated total energy	-2299.20478	a.u.
structure (SMILES)	C[C@@]1(B(N)O)OS(=O)(=O)O[C@@]1(C)C(F)(F)C(F)(F)C(F)(F)F.CCCCCC.CCCCCC

***

# 5
DFT (wB97M-V/def2-TZVPD) results for C7H14 as an isolated structure.

```
21
Properties=species:S:1:pos:R:3:mulliken_charge:R:1
C 0.488 0.411 2.029 -1.01
C 1.465 0.351 1.075 0.31
C 2.354 -0.855 0.902 -1.29
C 0.420 0.047 -1.083 -0.91
C -0.932 0.150 -0.999 0.77
C -2.055 0.815 -1.695 -0.67
C -2.126 -0.664 -1.317 -0.68
H -0.924 0.472 1.259 0.12
H 0.226 -0.484 2.593 0.30
H 0.219 1.356 2.493 0.35
H 1.877 1.296 0.725 0.31
H 3.165 -0.823 1.640 0.33
H 1.801 -1.788 1.060 0.37
H 2.819 -0.895 -0.089 0.36
H 1.018 0.871 -1.460 0.27
H 0.885 -0.933 -1.074 0.34
H -1.228 0.455 0.480 -0.24
H -2.714 1.499 -1.164 0.24
H -1.904 1.061 -2.744 0.25
H -2.037 -1.405 -2.108 0.24
H -2.818 -0.937 -0.522 0.25
```

Summary:
ΔE to the lowest compared entry with this formula, charge and spin	128.5	kcal/mol
lowest unoccupied orbital energy	0.0423	Ha
HOMO-LUMO gap	0.3605	Ha
largest force on an atom	0.37	eV/A
calculated total energy	-274.91143	a.u.

***

# 6
DFT (wB97M-V/def2-TZVPD) results for a 6-piece molecular cluster, C32H43F15IN3O13 overall in a non-equilibrium geometry.

```
107
Properties=species:S:1:pos:R:3:mulliken_charge:R:1
C 3.810 6.846 4.270 -0.91
C 2.682 5.780 4.797 -0.19
C 3.248 4.282 5.148 -0.84
I 5.090 4.255 6.350 0.10
C 3.333 3.308 3.790 0.35
C 3.214 1.798 3.892 0.27
C 2.990 0.894 5.242 -0.50
C 3.562 -0.643 5.149 -0.75
C 5.061 -0.785 4.499 -0.05
C 5.371 -2.426 4.425 -0.52
N 5.848 -2.848 3.052 -0.19
C 7.200 -2.246 2.738 0.30
N 7.346 -1.276 1.765 -0.70
N 8.479 -2.708 3.454 -0.56
C 3.334 1.401 2.303 0.43
O 3.022 0.204 1.777 -0.56
O 3.891 2.536 1.497 -0.27
C 3.497 3.759 2.219 0.36
O 3.268 4.984 1.696 -0.56
H 3.526 7.239 3.180 0.19
H 4.897 6.421 4.183 0.31
H 3.722 7.802 4.968 0.27
H 1.910 5.642 3.898 0.09
H 2.049 6.278 5.672 0.38
H 2.414 3.764 5.827 0.45
H 3.382 1.454 6.200 0.25
H 1.810 0.796 5.390 0.29
H 3.650 -1.027 6.276 0.32
H 2.781 -1.390 4.642 0.34
H 5.929 -0.354 5.194 0.22
H 5.164 -0.401 3.398 -0.02
H 6.105 -2.762 5.305 0.22
H 4.363 -3.031 4.626 0.37
H 5.959 -3.904 3.066 0.23
H 6.414 -1.066 1.345 0.32
H 8.258 -3.147 4.375 0.26
H 9.142 -1.904 3.543 0.27
C 0.938 3.840 0.122 -0.69
C -0.517 3.951 0.537 -0.31
O -1.336 3.073 -0.250 -0.24
C -1.350 1.754 0.134 0.31
O -0.709 1.313 1.083 -0.54
C -2.293 0.946 -0.755 0.97
F -2.130 1.219 -2.081 -0.28
F -3.604 1.199 -0.474 -0.26
F -2.129 -0.401 -0.622 -0.26
H 1.046 4.017 -0.953 0.31
H 1.552 4.563 0.665 0.25
H 1.330 2.837 0.319 0.14
H -0.874 4.969 0.351 0.32
H -0.651 3.754 1.607 0.30
C 5.460 -4.618 -1.538 -1.18
C 4.409 -5.574 -1.007 0.64
O 5.001 -6.836 -0.664 -0.38
C 5.636 -6.894 0.552 0.37
O 5.721 -5.944 1.325 -0.52
C 6.175 -8.300 0.810 0.87
F 6.824 -8.821 -0.271 -0.24
F 5.181 -9.182 1.117 -0.25
F 7.062 -8.351 1.845 -0.24
H 6.002 -5.069 -2.376 0.33
H 5.001 -3.684 -1.874 0.35
H 6.203 -4.381 -0.771 0.34
H 3.667 -5.773 -1.788 -0.39
H 3.869 -5.150 -0.152 0.35
C -4.934 2.210 -2.909 -1.00
C -4.488 1.412 -4.120 -0.10
O -5.518 0.503 -4.534 -0.34
C -6.531 1.040 -5.289 0.41
O -6.592 2.225 -5.606 -0.52
C -7.529 -0.042 -5.698 0.84
F -7.874 -0.859 -4.662 -0.25
F -7.030 -0.856 -6.672 -0.25
F -8.696 0.465 -6.187 -0.24
H -5.251 1.541 -2.103 0.25
H -4.123 2.847 -2.545 0.24
H -5.792 2.846 -3.149 0.42
H -3.615 0.806 -3.858 0.26
H -4.188 2.065 -4.949 0.28
C -2.495 -5.214 -3.832 -1.13
C -1.552 -4.039 -3.652 -0.12
O -0.310 -4.471 -3.077 -0.30
C 0.594 -5.035 -3.944 0.03
O 0.386 -5.184 -5.145 -0.52
C 1.883 -5.403 -3.213 1.14
F 1.653 -6.044 -2.031 -0.26
F 2.631 -4.304 -2.908 -0.26
F 2.693 -6.225 -3.939 -0.25
H -2.633 -5.745 -2.885 0.30
H -3.469 -4.877 -4.196 0.37
H -2.091 -5.939 -4.546 0.32
H -1.993 -3.320 -2.953 0.27
H -1.382 -3.507 -4.595 0.31
C -10.381 3.220 -4.096 -1.00
C -11.179 4.208 -3.265 -0.28
O -10.880 4.051 -1.870 -0.32
C -9.724 4.648 -1.429 0.42
O -8.962 5.280 -2.155 -0.52
C -9.554 4.444 0.075 0.81
F -9.792 3.158 0.463 -0.24
F -10.411 5.222 0.798 -0.24
F -8.300 4.748 0.517 -0.24
H -10.548 2.198 -3.744 0.30
H -10.664 3.284 -5.151 0.39
H -9.307 3.413 -4.015 0.27
H -12.249 4.007 -3.385 0.32
H -11.009 5.241 -3.587 0.31
```

Summary:
lowest unoccupied orbital energy	-0.0666	Ha
HOMO-LUMO gap	0.2776	Ha
largest force on an atom	9.49	eV/A
calculated total energy	-4182.96985	a.u.
structure (SMILES)	[H]/N=C(/N)NCCCCC1=C([C@@H](I)CC)C(=O)OC1=O.CCOC(=O)C(F)(F)F.CCOC(=O)C(F)(F)F.CCOC(=O)C(F)(F)F.CCOC(=O)C(F)(F)F.CCOC(=O)C(F)(F)F

***

# 7
DFT (wB97M-V/def2-TZVPD) results for an isolated ion of composition C3H6NO3 and charge +1 in a non-equilibrium geometry.

```
13
Properties=species:S:1:pos:R:3:mulliken_charge:R:1
C -0.218 -0.015 0.424 -0.41
C 1.086 0.445 -0.059 0.27
C 0.888 -0.959 -0.094 0.52
N -1.606 0.333 -0.091 -0.30
O 1.122 -0.327 -1.304 -0.44
O 2.101 1.439 0.275 -0.46
O 1.363 -2.146 0.387 -0.46
H -0.157 -0.113 1.537 0.34
H -1.570 0.385 -1.114 0.39
H -1.919 1.308 0.180 0.39
H -2.294 -0.437 0.073 0.38
H 2.437 1.818 -0.556 0.37
H 2.318 -2.134 0.035 0.42
```

Summary:
ΔE to the lowest compared entry with this formula, charge and spin	103.6	kcal/mol
lowest unoccupied orbital energy	-0.1495	Ha
HOMO-LUMO gap	0.3575	Ha
largest force on an atom	3.95	eV/A
calculated total energy	-397.97580	a.u.
structure (SMILES)	[NH3+][C@@H]1[C@]2(O)O[C@]12O
net charge	+1

***

# 8
DFT (wB97M-V/def2-TZVPD) results for one molecule with the formula C4H6OSi in a non-equilibrium geometry.

```
12
Properties=species:S:1:pos:R:3:mulliken_charge:R:1
C 0.250 -1.236 0.077 -0.15
C -0.306 -0.044 -0.123 -0.16
C 1.328 0.523 -0.228 0.40
C 1.703 -0.890 0.234 -0.31
O 1.874 1.518 -0.663 -0.52
Si -1.887 0.903 -0.072 0.37
H -0.339 -2.235 0.099 0.29
H 2.078 -0.968 1.208 0.25
H 2.436 -1.399 -0.534 0.20
H -2.005 1.655 1.068 -0.14
H -3.214 0.208 0.095 -0.13
H -1.917 1.966 -1.160 -0.10
```

Summary:
ΔE to the lowest compared entry with this formula, charge and spin	58.4	kcal/mol
lowest unoccupied orbital energy	0.0245	Ha
HOMO-LUMO gap	0.3728	Ha
largest force on an atom	3.96	eV/A
calculated total energy	-520.63359	a.u.
structure (SMILES)	O=C1CC=C1[SiH3]

***

# 9
DFT (wB97M-V/def2-TZVPD) results for C2H3NO3 as an isolated structure.

```
9
Properties=species:S:1:pos:R:3:mulliken_charge:R:1
N -0.756 0.277 0.156 -0.09
C -0.253 -0.853 -0.597 0.14
C 0.935 0.792 0.433 0.29
O -0.936 -1.029 0.741 -0.37
O 1.026 -0.789 -0.623 -0.57
O 1.287 1.773 -0.104 -0.43
H -1.624 0.790 -0.006 0.27
H -0.846 -1.296 -1.394 0.42
H 1.168 0.336 1.394 0.35
```

Summary:
ΔE to the lowest compared entry with this formula, charge and spin	121.5	kcal/mol
lowest unoccupied orbital energy	0.0273	Ha
HOMO-LUMO gap	0.4117	Ha
largest force on an atom	0.74	eV/A
calculated total energy	-358.33609	a.u.